Entry 1:
This record from the OMol25 dataset describes a 2-piece molecular cluster, C17H34N3O4S2 overall. The level of theory is ωB97M-V with the def2-TZVPD basis set.

Computed properties:
Charge   +1
2S+1   1
Relative energy (zero: lowest compared OMol25 entry of this formula, charge and spin)   564.4 kJ/mol
E_tot   -1929.1359 Eh
Highest occupied orbital energy   -9.64 eV

CARTESIAN COORDINATES (ANGSTROEM)
C (-4.88092, 0.60545, -3.69569)
C (-5.15826, -0.27451, -2.30514)
C (-4.58299, 0.58031, -1.02038)
C (-4.47282, -0.32492, 0.37465)
N (-3.03435, -0.43822, 0.83027)
C (-2.88610, -1.40505, 1.99174)
O (-1.77649, -2.37381, 1.76813)
C (-0.57903, -1.98298, 2.55879)
O (-0.57437, -2.10870, 3.90836)
C (0.83044, -1.42102, 1.85944)
C (2.17435, -1.82240, 2.71188)
C (2.89313, -0.57027, 3.49603)
S (3.80158, -1.28743, 4.99504)
C (5.30562, -0.21770, 5.43292)
S (6.56998, -0.98350, 6.27251)
N (5.25785, 1.23584, 5.02931)
C (5.22075, 2.19100, 6.18578)
C (5.66032, 3.72595, 5.74254)
O (7.07549, 3.63173, 5.35418)
C (7.29259, 2.76002, 4.19898)
C (6.19245, 1.60197, 3.92360)
H (-3.92247, 0.17144, -4.23218)
H (-4.65560, 1.70845, -3.37378)
H (-5.82933, 0.59181, -4.41492)
H (-4.59443, -1.31156, -2.44514)
H (-6.31789, -0.47617, -2.25888)
H (-5.22220, 1.56367, -0.87241)
H (-3.46101, 0.87230, -1.28729)
H (-5.00528, -1.36792, 0.20717)
H (-5.10658, 0.27006, 1.17666)
H (-2.65816, 0.49931, 1.14683)
H (-2.69913, -0.77327, 2.97581)
H (-3.88629, -2.03774, 2.06894)
H (0.75321, -0.28653, 1.57444)
H (0.90044, -2.00925, 0.82425)
H (1.93716, -2.68178, 3.49129)
H (2.95123, -2.26339, 1.92564)
H (2.11101, 0.22788, 3.88704)
H (3.69447, -0.12267, 2.76501)
H (5.87172, 1.82211, 7.11320)
H (4.10084, 2.26990, 6.58955)
H (4.96868, 4.13785, 4.89250)
H (5.62977, 4.42317, 6.71216)
H (7.29407, 3.47151, 3.23933)
H (8.40065, 2.31767, 4.23424)
H (5.57526, 1.90843, 2.95971)
H (6.78804, 0.61072, 3.62395)
C (-1.29210, -1.08408, -6.98427)
C (-2.78717, -1.12367, -7.03483)
O (-3.54328, -0.75112, -6.15995)
N (-3.46052, -1.71511, -8.12890)
C (-4.14072, -0.71897, -8.99046)
H (-0.97075, -0.50011, -6.11768)
H (-0.90357, -2.10156, -6.89713)
H (-0.90453, -0.61212, -7.89035)
H (-2.82946, -2.31290, -8.66466)
H (-4.21098, -2.24757, -7.67521)
H (-4.67454, -1.27354, -9.76631)
H (-3.38230, -0.07350, -9.43991)
H (-4.84750, -0.14348, -8.38642)

---

Entry 2:
This record from the OMol25 dataset describes an isolated ion of composition C3H7NO5P and charge -1. The level of theory is ωB97M-V with the def2-TZVPD basis set.

Computed properties:
Charge   -1
2S+1   1
Relative energy (zero: lowest compared OMol25 entry of this formula, charge and spin)   234.5 kJ/mol
E_tot   -890.9171 Eh
Highest occupied orbital energy   -4.70 eV
SMILES string   N=[P@@]([O-])(O)O[C@H](C=O)CO

CARTESIAN COORDINATES (ANGSTROEM)
C (0.68935, 0.37905, -0.89497)
C (1.64994, -0.70880, -0.44541)
C (0.64203, 1.45111, 0.17723)
N (-0.15975, -1.07576, 1.35545)
O (-1.58600, -2.39357, -0.71206)
O (-2.54232, -0.43619, 0.32933)
O (-0.63209, -0.14184, -1.12271)
O (2.63141, -0.43219, 0.21699)
O (-0.21523, 2.52926, -0.18102)
P (-1.10700, -1.22900, 0.02107)
H (1.20629, 0.82872, -1.72768)
H (1.15725, -1.63556, -0.86280)
H (1.55050, 1.86400, 0.40242)
H (0.43670, 0.91324, 1.03462)
H (-0.43411, -1.77037, 2.01960)
H (-2.64408, -0.22703, 1.27977)
H (-0.64290, 2.08492, -0.88983)

---

Entry 3:
This record from the OMol25 dataset describes one molecule with the formula C5H9NOSe. The level of theory is ωB97M-V with the def2-TZVPD basis set.

Computed properties:
Charge   0
2S+1   1
Relative energy (zero: lowest compared OMol25 entry of this formula, charge and spin)   0.0 kJ/mol
E_tot   -2727.3094 Eh
Highest occupied orbital energy   -8.71 eV
SMILES string   CC1(C)[Se]CNC1=O

CARTESIAN COORDINATES (ANGSTROEM)
C (0.79420, 0.72533, -0.59082)
C (2.09816, -1.30846, -0.26273)
C (-0.36599, -0.25972, -0.35996)
C (-1.56614, 0.42161, 0.28169)
C (-0.85850, -0.99945, -1.57771)
N (1.94318, 0.14247, -0.58267)
O (0.63023, 1.88791, -0.81443)
Se (0.67907, -1.50113, 1.03547)
H (1.82987, -1.83945, -1.14294)
H (3.13820, -1.51367, 0.17902)
H (-2.26869, -0.28415, 0.42112)
H (-1.89597, 1.20061, -0.32035)
H (-1.30529, 0.87781, 1.26219)
H (-0.01886, -1.49516, -2.13903)
H (-1.61203, -0.49529, -2.29305)
H (-1.41844, -1.87520, -1.05269)
H (2.85857, 0.59593, -0.70083)

---

Entry 4:
This record from the OMol25 dataset describes a 2-piece molecular cluster, C8H12N4 overall. The level of theory is ωB97M-V with the def2-TZVPD basis set.

Computed properties:
<S²>   0.760
Charge   +1
2S+1   2
Relative energy (zero: lowest compared OMol25 entry of this formula, charge and spin)   0.0 kJ/mol
E_tot   -530.7680 Eh
Highest occupied orbital energy (alpha / beta)   -12.24 / -12.24 eV

CARTESIAN COORDINATES (ANGSTROEM)
C (3.22727, -0.87410, 1.88660)
C (0.05362, 0.27822, 2.84725)
C (1.82876, -0.41448, 1.92844)
C (0.89520, -0.21052, 0.88771)
N (1.26069, -0.10003, 3.13640)
N (-0.27077, 0.08431, 1.48197)
H (-0.64786, 0.63015, 3.58476)
H (-1.02992, 0.54255, 0.98892)
H (1.06800, -0.16471, -0.17788)
H (3.54954, -1.06823, 0.86037)
H (3.56024, -1.62438, 2.61400)
H (3.72000, 0.01740, 2.30484)
C (-0.40888, -1.30330, -2.37032)
C (-2.46606, 0.18214, -1.92612)
C (-1.11402, -0.04571, -1.93818)
C (-1.36681, 1.90090, -1.08959)
N (-2.60952, 1.44108, -1.33846)
N (-0.43310, 1.01706, -1.41386)
H (-3.22018, -0.20737, -2.58581)
H (-3.45586, 1.97044, -1.27194)
H (0.05668, -1.22321, -3.35117)
H (-1.21403, -2.00129, -2.64750)
H (-1.18448, 2.93233, -0.81661)
H (0.20152, -1.75926, -1.59384)

---

Entry 5:
This record from the OMol25 dataset describes C5H11BiClHgNS as an isolated structure. The level of theory is ωB97M-V with the def2-TZVPD basis set.

Computed properties:
Charge   -2
2S+1   1
Relative energy (zero: lowest compared OMol25 entry of this formula, charge and spin)   67.9 kJ/mol
E_tot   -1478.0884 Eh
Highest occupied orbital energy   0.27 eV

CARTESIAN COORDINATES (ANGSTROEM)
Bi (0.94749, -0.84144, 0.72116)
Cl (0.47380, -1.12377, -1.84706)
C (2.83512, 0.44445, 0.15412)
H (3.43093, 0.17102, 1.00360)
H (2.52034, 1.50652, 0.12378)
H (3.15132, -0.03180, -0.77988)
Hg (-1.63880, 0.35881, -0.71628)
C (-3.15127, -1.09620, -0.43758)
C (-1.90442, 2.07508, -1.84929)
C (-0.49850, 0.76700, 1.21395)
H (-1.69025, 2.83681, -1.12055)
H (-1.23951, 2.00606, -2.68672)
H (-2.95216, 1.89905, -2.05019)
H (-3.26458, -1.11089, 0.63412)
H (-3.91851, -0.54664, -0.97224)
H (-2.83454, -2.01579, -0.89573)
H (-0.01169, 1.75257, 1.26290)
H (-1.11019, 0.17294, 1.92838)
S (4.69692, -3.05563, 2.69780)
C (3.57614, -2.32891, 2.05709)
N (2.58238, -1.83924, 1.55862)

---

Entry 6:
This record from the OMol25 dataset describes one molecule with the formula ClH2OPS. The level of theory is ωB97M-V with the def2-TZVPD basis set.

Computed properties:
Charge   0
2S+1   1
Relative energy (zero: lowest compared OMol25 entry of this formula, charge and spin)   126.5 kJ/mol
E_tot   -1276.1817 Eh
Highest occupied orbital energy   -9.65 eV
SMILES string   OP(S)Cl

CARTESIAN COORDINATES (ANGSTROEM)
O (-1.34893, -0.60465, -0.83711)
P (-0.32640, 0.57366, -0.65585)
S (-0.09408, 0.53125, 1.40751)
Cl (1.94050, -0.56542, -0.90361)
H (-1.13712, -1.44910, -0.64700)
H (0.96602, 1.51426, 1.63607)

---

Entry 7:
This record from the OMol25 dataset describes an isolated ion of composition C10H18NO and charge -1. The level of theory is ωB97M-V with the def2-TZVPD basis set.

Computed properties:
Charge   -1
2S+1   1
Relative energy (zero: lowest compared OMol25 entry of this formula, charge and spin)   52.8 kJ/mol
E_tot   -521.6756 Eh
Highest occupied orbital energy   -1.22 eV
SMILES string   C[C@@H]1[C@H]2CCC(C)(C)N([O-])[C@@]12C

CARTESIAN COORDINATES (ANGSTROEM)
C (0.19443, -1.96528, -0.22665)
C (-1.09944, -1.53161, 0.51887)
C (1.11536, -0.76124, -0.46224)
C (1.80730, -0.18872, 0.82463)
C (0.82818, 0.63699, -0.03868)
C (-1.59358, -0.06641, 0.23996)
C (3.28427, 0.17134, 0.78794)
C (1.28393, 1.77178, -1.00610)
C (-2.89840, 0.11096, 1.07597)
C (-1.82787, 0.21329, -1.25737)
N (-0.56765, 0.93937, 0.65307)
O (-1.07965, 2.14832, 0.45303)
H (0.75592, -2.68275, 0.37123)
H (-0.20844, -2.20604, -1.18261)
H (-1.90469, -2.15526, 0.21203)
H (-0.89823, -1.45119, 1.59266)
H (1.44944, -0.83721, -1.49746)
H (1.38151, -0.41424, 1.71340)
H (3.51622, 0.25230, -0.28035)
H (3.94128, -0.69978, 1.01698)
H (3.55430, 1.08490, 1.31748)
H (0.93733, 1.50792, -1.96363)
H (2.37435, 1.71115, -0.98408)
H (0.95164, 2.66581, -0.65716)
H (-3.74990, -0.09791, 0.48710)
H (-2.89567, 1.20400, 1.27180)
H (-2.82929, -0.38227, 2.02972)
H (-1.42426, 1.22191, -1.39944)
H (-2.96814, 0.36893, -1.60430)
H (-1.43024, -0.56905, -2.00581)

---

Entry 8:
This record from the OMol25 dataset describes C3H4O4Tl as an isolated structure. The level of theory is ωB97M-V with the def2-TZVPD basis set.

Computed properties:
Charge   +1
2S+1   1
Relative energy (zero: lowest compared OMol25 entry of this formula, charge and spin)   0.0 kJ/mol
E_tot   -589.8861 Eh
Highest occupied orbital energy   -14.44 eV

CARTESIAN COORDINATES (ANGSTROEM)
C (0.67667, 0.77830, -1.35924)
C (1.22752, 1.33779, -0.08351)
O (0.61916, 0.78051, 1.06397)
C (0.56675, -0.53716, 1.24202)
O (-0.22733, -0.02739, -1.46377)
O (-0.47455, -1.09421, 1.48671)
O (1.69347, -1.14722, 0.89675)
Tl (-2.15923, -0.89736, -2.07696)
H (1.10400, 1.21723, -2.28164)
H (1.02189, 2.41708, -0.05931)
H (2.32032, 1.21028, -0.07801)
H (1.65742, -1.45781, -0.04258)

---

Entry 9:
This record from the OMol25 dataset describes C29H29ClNO3Zn as an isolated structure. The level of theory is ωB97M-V with the def2-TZVPD basis set.

Computed properties:
Charge   -1
2S+1   1
E_tot   -3642.5722 Eh
Highest occupied orbital energy   -4.10 eV

CARTESIAN COORDINATES (ANGSTROEM)
C (-1.73793, 0.59698, 2.23411)
C (-2.50534, 0.64589, 1.01333)
C (-2.17605, -0.48092, 0.23318)
H (-3.26014, 1.39205, 0.76996)
C (-1.21543, -1.25824, 0.93454)
C (-0.91692, -0.60625, 2.16065)
H (-0.85189, -2.24117, 0.63331)
C (1.18020, 2.89442, 0.28158)
C (-0.21794, 3.25635, 0.08412)
C (-0.66552, 2.59511, -1.09753)
H (-0.74099, 4.06036, 0.60378)
C (0.40387, 1.80786, -1.60785)
C (1.52822, 1.96806, -0.75378)
H (-2.65264, -0.76612, -0.70380)
H (-0.33051, -1.02503, 2.97926)
H (-1.93201, 1.17471, 3.14156)
H (2.51023, 1.52287, -0.92788)
H (-1.64356, 2.70153, -1.57159)
H (1.87732, 3.40186, 0.94949)
Zn (0.05217, 1.41864, 1.41433)
C (0.43404, 1.00508, -2.88289)
C (1.68054, 1.41531, -3.68396)
C (-0.81655, 1.25197, -3.73183)
H (1.65153, 2.49356, -3.89132)
H (1.70078, 0.86092, -4.62614)
H (2.59944, 1.19254, -3.13120)
H (-0.93175, 2.32420, -3.93299)
H (-1.71763, 0.88219, -3.22827)
H (-0.70644, 0.72579, -4.68597)
C (0.50865, -0.49760, -2.47563)
C (0.63828, -1.49366, -3.62368)
H (-0.37997, -0.74635, -1.87268)
H (1.38173, -0.65992, -1.81861)
O (1.04691, -1.20059, -4.74890)
N (0.28380, -2.79116, -3.36650)
C (-0.31422, -3.37540, -2.17081)
H (0.51087, -3.43221, -4.11652)
C (-1.82293, -3.23153, -2.11344)
C (-2.50904, -3.80451, -1.03591)
H (-1.94307, -4.38002, -0.29608)
C (-3.88746, -3.63064, -0.90647)
H (-4.40319, -4.05258, -0.04309)
C (-4.60004, -2.91982, -1.87994)
H (-5.67880, -2.78713, -1.78257)
C (-3.92495, -2.38440, -2.98042)
H (-4.46188, -1.83727, -3.75593)
C (-2.53735, -2.54828, -3.10641)
H (-2.00805, -2.15749, -3.98107)
H (0.13562, -2.93324, -1.26557)
H (-0.05249, -4.44413, -2.16477)
Cl (5.31798, 1.43582, 8.00595)
C (4.25698, 1.42980, 6.66383)
C (3.30048, 2.45131, 6.52968)
C (2.44557, 2.44633, 5.42641)
C (2.55376, 1.44473, 4.45971)
C (3.49748, 0.42495, 4.60104)
C (4.35162, 0.40590, 5.70509)
C (1.63778, 1.45137, 3.28224)
O (0.65554, 2.28164, 3.26850)
O (1.85099, 0.62166, 2.32454)
H (3.23001, 3.23267, 7.28114)
H (1.68385, 3.21456, 5.30965)
H (3.55140, -0.35615, 3.84486)
H (5.08504, -0.38718, 5.82616)

---

Entry 10:
This record from the OMol25 dataset describes C12H14BMnN9 as an isolated structure. The level of theory is ωB97M-V with the def2-TZVPD basis set.

Computed properties:
<S²>   8.760
Charge   0
2S+1   6
E_tot   -2134.3453 Eh
Highest occupied orbital energy (alpha / beta)   -8.23 / -8.50 eV

CARTESIAN COORDINATES (ANGSTROEM)
H (2.43521, -0.03339, 2.37231)
N (1.52475, -0.28866, 0.50569)
B (0.96409, -0.75039, -1.92153)
N (1.97179, -0.74191, -0.73262)
C (3.27526, -1.09751, -0.63831)
Mn (-0.34756, 0.19803, 0.76097)
H (3.75982, -1.46631, -1.54728)
C (3.70446, -0.86251, 0.66508)
H (4.71751, -1.04240, 1.04661)
C (2.58626, -0.34707, 1.35580)
H (1.43835, -1.18293, -2.90953)
C (-1.98502, 1.40079, 0.96988)
H (-2.33830, 1.74131, 1.94865)
H (-2.65113, 0.46314, 0.87310)
H (-2.17532, 1.98804, 0.08672)
N (0.49503, 0.70205, -2.16569)
N (-0.25770, -1.61206, -1.49467)
N (-0.02286, 1.35219, -1.06936)
N (-0.91049, -1.29278, -0.31335)
C (0.52655, 1.56021, -3.21347)
C (-0.82892, -2.71589, -2.01653)
H (0.97658, 1.24013, -4.14034)
H (-0.41739, -3.14557, -2.91350)
C (-0.02595, 2.77807, -2.80443)
C (-1.88504, -3.10175, -1.19552)
C (-0.37986, 2.59978, -1.45380)
C (-1.92553, -2.17881, -0.14357)
H (-0.13768, 3.67594, -3.38721)
H (-2.52494, -3.95256, -1.33695)
H (-0.87444, 3.22976, -0.75516)
H (-2.57348, -2.07379, 0.70257)
H (-0.91843, 1.80094, 1.24576)
N (-0.59550, -0.24588, 2.70369)
C (-0.92266, 0.00846, 3.81513)
N (-1.26500, 0.06570, 5.03329)
C (-1.21827, 1.17843, 5.69492)
N (-1.19420, 2.14921, 6.37267)